Molecular formula: C43H74BN20O7P2
Method: DFT, ωB97M-V with the def2-TZVPD basis set

Geometry (Å):
C1 3.377 2.185 -1.064
C2 3.615 0.881 -1.840
O1 2.410 0.237 -2.234
C3 1.600 -0.039 -1.092
P1 0.421 -1.547 -1.299
C4 -0.500 -0.630 -2.777
C5 -1.966 -0.920 -2.838
O2 -2.463 -2.017 -2.938
O3 -2.821 0.198 -2.746
B1 1.681 -2.556 -2.443
O4 1.297 -3.223 -3.627
O5 3.035 -2.716 -2.092
P2 -1.061 -0.601 0.269
N1 -2.371 -1.456 0.438
O6 -0.280 -0.523 1.733
O7 -1.496 0.957 -0.100
H1 2.491 2.693 -1.463
H2 4.240 2.851 -1.075
H3 3.160 1.970 -0.014
H4 4.203 0.191 -1.209
H5 4.245 1.071 -2.710
H6 2.218 -0.217 -0.201
H7 0.993 0.856 -0.881
H8 1.056 -2.201 -0.106
H9 -0.534 -2.630 -1.408
H10 -0.114 -0.883 -3.774
H11 -0.380 0.453 -2.665
H12 -3.230 0.144 -1.864
H13 1.169 -4.152 -3.406
H14 3.093 -3.082 -1.203
H15 -2.499 -1.782 1.390
H16 -0.340 -1.421 2.080
H17 -0.819 1.567 0.227
C6 -3.691 0.792 -5.563
C7 -4.043 1.884 -6.452
N2 -4.322 2.758 -7.145
H18 -4.502 0.067 -5.494
H19 -2.801 0.271 -5.914
H20 -3.479 1.148 -4.556
C8 -0.129 -2.908 -7.237
C9 -0.396 -1.679 -6.510
N3 -0.605 -0.732 -5.898
H21 -0.724 -2.953 -8.148
H22 0.920 -2.971 -7.510
H23 -0.376 -3.769 -6.618
C10 -2.682 5.642 -6.186
C11 -2.362 6.447 -5.017
N4 -2.109 7.082 -4.096
H24 -3.394 6.156 -6.829
H25 -1.788 5.428 -6.771
H26 -3.123 4.690 -5.899
C12 -3.381 1.598 2.657
C13 -2.822 0.573 3.520
N5 -2.433 -0.237 4.236
H27 -2.963 2.580 2.878
H28 -3.192 1.382 1.605
H29 -4.461 1.653 2.784
C14 -6.235 -0.192 5.130
C15 -6.655 0.804 4.158
N6 -6.984 1.588 3.386
H30 -6.992 -0.966 5.250
H31 -5.310 -0.680 4.823
H32 -6.059 0.259 6.105
C16 -1.112 -1.453 6.953
C17 0.237 -1.785 7.378
N7 1.305 -2.049 7.706
H33 -1.126 -1.043 5.944
H34 -1.751 -2.335 6.961
H35 -1.556 -0.714 7.618
C18 -7.775 -3.329 7.536
C19 -6.486 -2.715 7.818
N8 -5.471 -2.219 8.019
H36 -8.154 -3.847 8.415
H37 -8.503 -2.574 7.241
H38 -7.687 -4.044 6.720
C20 -2.310 4.167 -9.983
C21 -1.067 4.778 -9.534
N9 -0.100 5.264 -9.152
H39 -2.797 3.638 -9.163
H40 -2.997 4.926 -10.354
H41 -2.119 3.457 -10.786
C22 6.365 1.399 -6.088
C23 6.153 1.699 -4.688
N10 6.003 1.938 -3.576
H42 6.613 2.283 -6.674
H43 7.184 0.686 -6.184
H44 5.476 0.940 -6.516
C24 8.797 0.445 -1.937
C25 8.982 -0.141 -3.254
N11 9.128 -0.591 -4.300
H45 8.816 -0.315 -1.157
H46 9.578 1.171 -1.717
H47 7.835 0.956 -1.886
C26 1.740 -4.074 10.770
C27 0.775 -5.094 11.145
N12 0.012 -5.898 11.442
H48 1.634 -3.188 11.392
H49 2.758 -4.441 10.884
H50 1.613 -3.769 9.730
C28 0.007 -9.436 10.778
C29 0.212 -10.772 10.239
N13 0.373 -11.827 9.817
H51 -0.984 -9.060 10.530
H52 0.104 -9.435 11.862
H53 0.736 -8.735 10.378
C30 -7.187 -1.825 1.547
C31 -7.594 -2.537 2.750
N14 -7.908 -3.086 3.708
H54 -6.338 -2.314 1.070
H55 -7.999 -1.781 0.824
H56 -6.892 -0.802 1.782
C32 5.186 -1.999 10.511
C33 4.762 -2.594 11.771
N15 4.410 -3.068 12.754
H57 5.992 -2.580 10.065
H58 4.358 -1.966 9.804
H59 5.542 -0.983 10.667
C34 -4.350 3.550 -2.310
C35 -4.455 2.629 -1.192
N16 -4.538 1.878 -0.328
H60 -3.306 3.797 -2.509
H61 -4.768 3.105 -3.206
H62 -4.891 4.471 -2.110
C36 6.329 5.573 1.030
C37 5.407 4.476 1.304
N17 4.656 3.633 1.519
H63 6.115 6.415 1.685
H64 7.361 5.270 1.197
H65 6.246 5.920 0.002
C38 8.388 5.356 -3.227
C39 8.567 6.247 -2.096
N18 8.709 6.949 -1.202
H66 7.723 5.804 -3.964
H67 9.344 5.148 -3.707
H68 7.949 4.415 -2.909
C40 5.647 -2.495 -4.398
C41 5.310 -1.948 -5.702
N19 5.040 -1.476 -6.713
H69 4.868 -3.171 -4.052
H70 6.592 -3.034 -4.442
H71 5.738 -1.695 -3.664
C42 -7.937 1.758 -5.057
C43 -7.520 2.730 -4.059
N20 -7.189 3.488 -3.264
H72 -8.693 2.185 -5.715
H73 -7.093 1.446 -5.669
H74 -8.358 0.876 -4.577

Properties
HOMO level: -0.1520 hartree
LUMO level: 1.559 eV
Gap between HOMO and LUMO: 5.7 eV
Net charge: -1
2S+1: 1

---

Molecular formula: C43H76NO14
Method: DFT, ωB97M-V with the def2-TZVPD basis set

Geometry (Å):
C1 3.885 -2.322 4.682
C2 5.343 -2.350 3.957
O1 5.077 -2.181 2.526
C3 4.777 -3.500 1.939
C4 3.736 -3.337 0.734
O2 2.415 -3.918 1.026
C5 1.510 -3.166 0.188
C6 -0.019 -3.662 0.248
O3 -0.695 -3.382 -1.003
C7 -1.677 -2.298 -0.833
C8 -0.972 -0.999 -0.234
C9 -1.296 -0.459 1.180
C10 -2.356 -1.105 2.185
O4 -2.040 -1.073 3.414
O5 -3.567 -1.727 1.790
C11 -4.723 -1.137 2.440
C12 -5.392 0.070 1.568
O6 -5.546 1.219 2.444
C13 -4.517 2.172 2.190
O7 -4.310 2.722 1.068
C14 -3.607 2.588 3.468
C15 -2.729 3.869 3.063
C16 -0.518 0.782 1.684
C17 0.565 1.416 0.739
C18 1.360 2.676 1.371
C19 2.608 2.006 2.204
C20 4.036 2.590 1.770
O8 4.046 4.009 2.082
C21 5.364 4.550 2.036
C22 6.635 3.798 1.385
O9 5.512 5.704 2.532
N1 0.839 0.899 -0.601
C23 1.905 1.578 -1.407
C24 1.435 2.955 -2.080
C25 0.315 2.775 -3.233
C26 2.765 3.608 -2.757
C27 0.121 -0.271 -1.106
C28 0.401 -0.912 -2.556
H1 3.276 -1.455 4.218
H2 3.966 -2.155 5.808
H3 3.348 -3.286 4.387
H4 5.861 -3.360 4.168
H5 6.019 -1.527 4.380
H6 5.777 -3.838 1.459
H7 4.464 -4.250 2.741
H8 3.662 -2.200 0.511
H9 4.148 -3.812 -0.223
H10 1.509 -2.080 0.602
H11 1.851 -3.160 -0.908
H12 -0.582 -3.304 1.185
H13 0.023 -4.818 0.344
H14 -2.130 -2.130 -1.884
H15 -2.520 -2.729 -0.195
H16 -5.532 -1.966 2.466
H17 -4.561 -0.833 3.530
H18 -6.409 -0.268 1.146
H19 -4.683 0.246 0.683
H20 -2.999 1.659 3.747
H21 -4.278 2.875 4.347
H22 -2.205 4.287 3.988
H23 -3.442 4.679 2.654
H24 -1.932 3.658 2.273
H25 -0.756 1.192 2.720
H26 0.709 3.182 2.156
H27 1.791 3.374 0.581
H28 2.642 0.870 1.976
H29 2.417 2.069 3.344
H30 4.834 1.987 2.354
H31 4.281 2.419 0.658
H32 6.338 3.276 0.404
H33 6.916 2.957 2.127
H34 7.500 4.539 1.247
H35 2.337 0.915 -2.244
H36 2.808 1.814 -0.722
H37 1.008 3.718 -1.334
H38 -0.711 2.799 -2.726
H39 0.381 3.721 -3.890
H40 0.488 1.871 -3.909
H41 2.529 4.555 -3.350
H42 3.210 2.823 -3.469
H43 3.556 3.848 -1.946
H44 -0.559 -1.294 -3.063
H45 0.902 -0.172 -3.282
H46 1.165 -1.764 -2.381
C29 -3.156 5.499 -1.535
C30 -1.733 5.980 -1.620
O10 -0.836 5.412 -1.021
C31 -1.459 7.190 -2.474
H47 -3.204 4.621 -0.886
H48 -3.788 6.283 -1.110
H49 -3.515 5.220 -2.528
H50 -2.015 8.048 -2.091
H51 -1.742 6.986 -3.509
H52 -0.392 7.422 -2.442
C32 -6.030 1.600 -3.873
C33 -5.055 2.030 -2.809
O11 -3.874 2.195 -3.063
C34 -5.594 2.250 -1.421
H53 -5.501 1.480 -4.822
H54 -6.479 0.643 -3.600
H55 -6.804 2.360 -3.997
H56 -6.024 1.321 -1.038
H57 -6.349 3.040 -1.436
H58 -4.781 2.556 -0.761
C35 2.040 -1.093 -7.395
C36 1.114 -0.492 -6.372
O12 1.354 0.585 -5.854
C37 -0.123 -1.273 -6.012
H59 2.887 -0.422 -7.554
H60 2.417 -2.053 -7.036
H61 1.513 -1.223 -8.342
H62 0.160 -2.241 -5.591
H63 -0.747 -1.412 -6.897
H64 -0.694 -0.718 -5.264
C38 -6.426 -3.632 -1.433
C39 -5.144 -3.515 -2.213
O13 -4.414 -2.546 -2.089
C40 -4.798 -4.639 -3.152
H65 -6.545 -2.751 -0.799
H66 -7.274 -3.687 -2.119
H67 -6.394 -4.520 -0.798
H68 -5.574 -4.739 -3.914
H69 -4.695 -5.571 -2.593
H70 -3.849 -4.420 -3.646
C41 3.427 -6.053 5.958
C42 4.762 -6.238 5.287
O14 5.000 -5.736 4.201
C43 5.791 -7.067 6.007
H71 2.786 -5.435 5.325
H72 2.946 -7.023 6.102
H73 3.561 -5.550 6.918
H74 5.415 -8.081 6.153
H75 6.029 -6.609 6.969
H76 6.702 -7.114 5.407

Properties
HOMO level: -0.4087 hartree
LUMO level: -3.989 eV
Gap between HOMO and LUMO: 7.1 eV
Net charge: +1
2S+1: 1

---

Molecular formula: C43H77BClN6O12PS
Method: DFT, ωB97M-V with the def2-TZVPD basis set

Geometry (Å):
C1 0.311 3.791 4.165
C2 -0.413 4.337 3.208
C3 -1.018 5.153 1.970
N1 -1.457 4.309 0.805
C4 -2.895 4.479 0.476
C5 -3.230 5.584 -0.630
O1 -2.218 6.406 -1.259
N2 -1.750 5.808 -2.401
O2 -0.549 5.766 -2.251
C6 -4.770 5.744 -1.014
C7 -5.929 4.904 -0.360
P1 -7.698 5.214 -0.960
C8 -8.260 3.547 -1.728
O3 -7.623 6.292 -2.302
C9 -5.608 3.812 0.755
B1 -6.705 2.872 1.504
O4 -7.269 3.141 2.817
O5 -7.155 1.670 0.823
C10 -6.159 1.163 -0.113
C11 -4.085 3.640 1.149
S1 -3.516 2.407 2.449
C12 -1.913 1.781 1.695
C13 -1.522 0.267 1.823
Cl1 -2.654 -0.864 2.767
C14 -0.190 -0.265 1.148
C15 0.122 -1.833 1.293
C16 0.678 0.793 0.367
N3 1.908 0.324 -0.314
C17 1.628 0.292 -1.802
C18 0.105 -0.082 -2.193
C19 0.293 2.346 0.253
C20 1.220 3.419 -0.552
C21 2.792 3.346 -0.107
C22 3.745 3.350 -1.438
C23 5.327 3.529 -1.058
O6 5.643 4.858 -0.567
C24 7.091 5.021 -0.754
C25 -1.054 2.886 0.933
H1 0.777 3.513 5.189
H2 -1.942 5.752 2.356
H3 -0.288 5.949 1.551
H4 -5.044 6.519 -1.815
H5 -7.339 3.129 -2.312
H6 -8.661 2.808 -0.944
H7 -9.057 3.789 -2.543
H8 -7.461 5.694 -3.089
H9 -7.479 2.244 3.204
H10 -6.098 1.795 -1.093
H11 -6.477 0.085 -0.424
H12 -5.093 1.107 0.334
H13 -0.726 -2.405 0.731
H14 0.058 -2.176 2.401
H15 1.127 -2.174 0.856
H16 2.220 -0.603 0.013
H17 2.324 -0.525 -2.254
H18 1.854 1.311 -2.323
H19 -0.554 0.874 -2.135
H20 0.090 -0.397 -3.322
H21 -0.353 -0.942 -1.581
H22 0.876 4.499 -0.279
H23 1.136 3.321 -1.695
H24 3.022 2.454 0.583
H25 3.078 4.299 0.499
H26 3.690 2.343 -2.014
H27 3.358 4.208 -2.119
H28 5.929 3.245 -2.019
H29 5.553 2.688 -0.277
H30 7.609 4.189 -0.141
H31 7.363 4.898 -1.875
H32 7.357 6.076 -0.389
C26 -1.684 -2.744 -9.518
O7 -0.269 -2.805 -9.413
C27 0.401 -1.851 -10.243
C28 1.063 -0.763 -9.393
N4 0.063 0.112 -8.774
C29 0.609 0.993 -7.738
C30 1.219 0.333 -6.493
O8 0.270 -0.339 -5.665
C31 -0.035 -1.664 -6.071
H33 -2.099 -3.606 -8.992
H34 -2.072 -1.838 -9.043
H35 -2.006 -2.785 -10.562
H36 -0.266 -1.422 -11.000
H37 1.186 -2.399 -10.772
H38 1.724 -0.163 -10.025
H39 1.673 -1.264 -8.635
H40 -0.663 -0.459 -8.355
H41 -0.216 1.630 -7.408
H42 1.352 1.656 -8.193
H43 1.634 1.132 -5.871
H44 2.063 -0.326 -6.728
H45 0.816 -2.165 -6.539
H46 -0.896 -1.661 -6.743
H47 -0.323 -2.232 -5.182
C32 2.746 -4.664 -1.328
O9 3.086 -4.307 0.004
C33 2.205 -4.868 0.983
C34 2.924 -5.940 1.808
N5 3.194 -7.137 1.007
C35 4.113 -8.082 1.648
C36 5.544 -7.601 1.929
O10 6.323 -7.370 0.756
C37 6.139 -6.094 0.164
H48 3.356 -4.063 -2.005
H49 2.969 -5.718 -1.517
H50 1.692 -4.462 -1.535
H51 1.283 -5.255 0.535
H52 1.926 -4.050 1.652
H53 2.302 -6.213 2.665
H54 3.853 -5.498 2.183
H55 3.593 -6.858 0.118
H56 4.177 -8.949 0.984
H57 3.663 -8.436 2.581
H58 6.058 -8.404 2.467
H59 5.580 -6.730 2.595
H60 5.920 -5.318 0.902
H61 5.349 -6.141 -0.589
H62 7.063 -5.825 -0.354
C38 -0.364 -1.916 10.427
O11 -0.123 -2.491 9.151
C39 -1.293 -3.063 8.559
C40 -1.747 -2.241 7.350
N6 -2.291 -0.944 7.761
C41 -2.486 -0.006 6.652
C42 -1.241 0.442 5.874
O12 -0.342 1.254 6.631
C43 0.571 0.530 7.440
H63 0.601 -1.661 10.870
H64 -0.947 -0.995 10.335
H65 -0.877 -2.619 11.088
H66 -2.103 -3.192 9.286
H67 -1.006 -4.059 8.209
H68 -2.515 -2.796 6.803
H69 -0.880 -2.115 6.694
H70 -1.661 -0.517 8.431
H71 -2.952 0.886 7.080
H72 -3.212 -0.432 5.951
H73 -1.582 1.077 5.050
H74 -0.706 -0.391 5.403
H75 0.855 -0.428 6.996
H76 0.152 0.382 8.438
H77 1.474 1.135 7.557

Properties
HOMO level: -0.2917 hartree
LUMO level: -0.539 eV
Gap between HOMO and LUMO: 7.4 eV
Net charge: 0
2S+1: 1